# 1
A structure of composition C26H35ClN6O4S, computed with the ωB97M-V functional and the def2-TZVPD basis.

Structure (XYZ):
```
73
Properties=species:S:1:pos:R:3:forces:R:3
N 6.643 1.152 3.610 0.2 0.1 0.0
C 5.484 0.468 3.633 0.5 0.2 0.2
O 5.228 -0.398 4.455 -0.1 -0.1 0.1
C 4.538 0.852 2.565 -0.4 0.2 -0.6
N 4.857 1.754 1.662 0.3 -0.1 0.3
S 3.679 1.978 0.584 -0.1 -0.3 0.3
C 2.595 0.814 1.298 0.8 0.3 0.2
C 3.246 0.255 2.408 -0.4 0.4 -0.4
N 2.756 -0.666 3.242 -0.1 -0.4 0.3
H 1.923 -1.156 2.951 0.1 0.1 0.0
H 3.389 -1.025 3.945 -0.1 0.0 -0.1
C 1.316 0.326 0.810 -0.3 -0.1 0.1
O 0.854 -0.703 1.328 0.2 0.0 0.1
N 0.659 0.949 -0.197 -0.1 -0.2 0.0
C 1.047 2.254 -0.704 0.2 0.4 -0.1
H 1.863 2.137 -1.432 0.0 0.1 0.0
C -0.073 3.090 -1.347 0.1 0.0 -0.2
H -1.049 2.776 -0.983 -0.1 0.1 0.1
H 0.071 4.126 -1.036 0.0 0.0 0.1
C -0.057 3.079 -2.882 -0.1 0.0 0.2
N -0.528 1.819 -3.437 0.1 0.2 -0.3
C -1.968 1.808 -3.663 -0.2 -0.3 0.0
C -2.403 0.412 -4.108 -0.1 0.3 0.2
H -3.461 0.410 -4.370 0.0 0.0 0.1
O -1.709 -0.010 -5.261 -0.1 0.0 -0.2
C -0.322 0.006 -5.033 0.4 0.2 0.0
H 0.147 -0.319 -5.963 0.0 0.0 0.1
C 0.160 1.407 -4.647 -0.1 -0.3 -0.1
H 1.236 1.379 -4.458 0.0 0.0 0.0
H -0.037 2.098 -5.485 0.1 0.0 0.0
H -0.064 -0.699 -4.227 0.0 0.0 -0.1
H -2.231 -0.301 -3.289 0.0 0.0 0.0
H -2.480 2.053 -2.731 0.0 0.0 0.0
H -2.249 2.543 -4.438 0.0 0.0 0.0
H -0.668 3.919 -3.245 0.1 0.0 -0.1
H 0.969 3.250 -3.222 0.0 0.0 0.0
H 1.433 2.823 0.145 -0.1 -0.1 -0.1
C -0.442 0.253 -0.860 -0.4 -0.1 0.1
C -0.122 -1.193 -1.153 0.0 -0.1 -0.2
C 1.155 -1.546 -1.578 -0.2 0.0 0.0
C 1.459 -2.850 -1.916 0.0 -0.1 0.0
C 0.470 -3.818 -1.848 -0.1 0.2 0.1
C -0.816 -3.484 -1.457 0.1 -0.1 -0.1
C -1.105 -2.175 -1.115 0.1 0.2 -0.1
H -2.112 -1.920 -0.823 -0.1 0.0 0.1
H -1.584 -4.240 -1.420 -0.1 -0.1 0.0
Cl 0.842 -5.453 -2.269 0.0 -0.2 0.0
H 2.455 -3.116 -2.234 0.1 -0.1 0.0
H 1.927 -0.793 -1.642 0.1 0.1 0.0
H -0.559 0.747 -1.837 0.0 -0.2 0.4
C -1.764 0.455 -0.084 0.5 -0.1 -0.2
O -2.661 1.150 -0.533 -0.4 0.2 -0.2
N -1.796 -0.171 1.090 0.0 -0.3 0.5
H -0.958 -0.679 1.365 0.0 0.1 -0.2
C -2.902 -0.118 2.019 -0.5 0.2 0.1
C -2.427 0.394 3.382 0.2 0.0 -0.2
C -1.486 -0.601 4.057 -0.3 0.0 0.2
C -2.158 -1.963 4.200 0.3 -0.1 -0.1
C -2.593 -2.489 2.836 -0.3 0.0 0.2
C -3.545 -1.502 2.165 0.2 0.0 -0.1
H -4.449 -1.402 2.769 -0.1 0.0 0.0
H -3.839 -1.871 1.181 -0.1 0.0 0.0
H -1.714 -2.644 2.206 0.1 -0.1 -0.1
H -3.091 -3.454 2.951 0.1 0.0 -0.1
H -3.033 -1.869 4.848 0.0 0.0 0.1
H -1.470 -2.669 4.669 0.0 0.0 0.1
H -0.573 -0.706 3.469 0.1 0.0 0.0
H -1.201 -0.221 5.041 0.1 0.0 0.0
H -3.302 0.555 4.015 0.0 0.0 0.0
H -1.924 1.355 3.252 -0.1 0.1 0.0
H -3.630 0.581 1.590 0.1 -0.1 0.1
H 6.797 1.844 2.897 0.0 0.0 0.0
H 7.355 0.951 4.292 -0.1 0.0 0.0
```
Forces are in eV/Å.

Spin multiplicity = 1
Relative energy (zero: lowest compared OMol25 entry of this formula, charge and spin) = 2.3 kcal/mol
HOMO = -8.38 eV
M = 563.12 g/mol
DFT total energy = -68020.7573 eV
Maximum force = 0.88 eV/Å



# 2
A cluster of 3 separate species, C26H35IN2O3 in total at a distorted geometry, computed with the ωB97M-V functional and the def2-TZVPD basis.

Structure (XYZ):
```
67
Properties=species:S:1:pos:R:3:forces:R:3
C 6.121 3.986 2.299 -4.9 2.8 -8.2
C 5.556 4.474 1.083 3.3 -4.0 7.7
C 4.828 4.767 -0.394 -0.5 -0.5 1.4
C 3.495 3.762 -0.468 -2.9 -0.4 0.4
C 2.014 4.361 -0.089 1.4 -3.8 -1.2
C 0.665 3.399 -0.121 4.1 -2.5 -1.3
C -0.800 4.027 0.268 -0.2 -0.6 -0.1
C -1.940 3.102 -0.521 0.0 2.1 -7.3
O -2.132 3.269 -1.852 1.2 -1.2 9.3
I -3.112 1.581 0.568 0.8 1.1 -0.6
C 0.927 1.818 -0.564 1.3 3.1 0.6
C 2.429 1.214 -0.955 0.1 0.5 0.2
N 2.489 -0.232 -1.356 5.6 3.1 -0.2
C 3.885 -0.674 -1.695 -1.2 2.3 0.9
C 4.066 -2.250 -2.202 -1.2 0.1 -0.2
C 5.184 -2.425 -3.399 -1.0 0.5 0.2
C 4.260 -3.315 -0.958 0.0 -0.4 -0.8
C 3.006 -3.369 0.096 0.1 -0.9 1.1
C 2.289 -4.877 0.193 0.6 0.1 0.3
C 5.173 0.314 -1.579 -1.7 1.6 0.7
N 5.163 1.763 -1.178 -5.3 -5.2 -0.9
C 3.744 2.169 -0.897 -1.0 1.1 0.5
H 6.225 3.456 3.364 -0.2 1.7 -3.0
H 5.546 4.542 -1.292 -1.3 0.4 2.0
H 4.488 5.909 -0.404 0.7 -2.7 0.0
H 1.886 5.489 0.196 0.4 -2.4 -0.6
H -0.978 4.028 1.445 0.4 -0.3 -2.6
H -0.959 5.147 -0.110 0.6 -2.6 0.6
H -0.001 1.077 -0.610 2.4 1.7 0.0
H 3.017 -2.528 -2.699 2.2 0.7 1.2
H 5.259 -3.564 -3.708 0.0 2.4 0.8
H 6.205 -1.980 -3.036 -1.8 -1.1 -1.0
H 4.755 -1.823 -4.335 1.2 -1.2 2.0
H 5.309 -3.132 -0.440 -2.3 -0.3 -0.9
H 4.322 -4.393 -1.465 0.0 2.4 1.0
H 2.133 -2.625 -0.135 2.1 -1.1 0.4
H 3.475 -3.184 1.178 -1.3 0.0 -2.4
H 2.074 -5.141 1.337 0.3 0.6 -2.6
H 3.065 -5.677 -0.184 -1.6 1.5 0.7
H 1.287 -4.937 -0.415 2.1 0.1 1.3
H 6.237 -0.159 -1.839 -2.6 1.4 0.7
C -3.123 -6.189 -0.711 -0.2 -0.5 -0.4
C -3.173 -5.718 0.720 -0.4 0.4 0.4
C -1.722 -5.818 1.137 0.4 -0.1 0.2
O -0.934 -5.588 -0.040 -0.5 -0.1 0.0
C -1.800 -5.629 -1.183 0.3 0.3 -0.2
H -3.969 -5.851 -1.315 0.1 0.0 0.0
H -3.097 -7.285 -0.741 0.0 0.1 0.0
H -3.501 -4.673 0.755 0.0 -0.1 0.0
H -3.841 -6.308 1.354 0.1 0.1 0.0
H -1.483 -6.820 1.508 0.0 0.0 0.1
H -1.456 -5.088 1.907 0.1 -0.1 -0.1
H -1.912 -4.604 -1.553 0.0 0.0 -0.1
H -1.343 -6.235 -1.969 0.1 0.1 0.1
C -6.493 5.012 1.230 0.0 0.5 -0.4
C -5.931 4.589 2.564 0.5 -0.3 0.2
C -7.187 4.323 3.366 -0.4 0.0 0.3
O -8.189 3.885 2.438 0.3 0.2 -0.1
C -7.714 4.128 1.106 -0.3 -0.4 -0.1
H -5.792 4.890 0.400 -0.1 0.0 0.1
H -6.796 6.065 1.273 0.0 -0.1 -0.1
H -5.359 3.661 2.447 0.0 0.1 0.0
H -5.281 5.336 3.024 -0.1 -0.1 0.0
H -7.552 5.237 3.846 0.1 0.0 0.1
H -7.039 3.560 4.136 -0.1 0.0 -0.1
H -7.460 3.160 0.661 0.0 0.0 -0.1
H -8.507 4.589 0.511 0.0 -0.1 0.1
```
Forces are in eV/Å.

Spin multiplicity = 1
SMILES = C#CCc1cc(CC(=O)I)cc2nc([C@@H](C)CCC)cnc12.C1CCOC1.C1CCOC1
HOMO = -8.39 eV
M = 550.48 g/mol
DFT total energy = -44732.6781 eV
Maximum force = 9.98 eV/Å